## a
Computed, not measured: a single CH2S2 molecule, with ωB97M-V/def2-TZVPD.

Its HOMO energy is -8.94 eV. As for the SMILES: S=CS.

Element x y z (Å)
1 H -0.31 0.29 1.10
2 S 0.78 0.19 -1.00
3 S -1.14 -1.64 0.20
4 H 0.86 1.49 -0.61
5 C -0.20 -0.33 0.32

***

## b
Computed, not measured: 2 unconnected molecules or ions with the total composition CH2S2, with ωB97M-V/def2-TZVPD.

Its HOMO energy is -8.43 eV.

Element x y z (Å)
1 S 1.13 1.03 0.04
2 H -1.10 -0.11 1.12
3 C -0.32 0.04 -0.16
4 S 1.15 -1.01 0.10
5 H -0.85 0.05 -1.10

***

## c
Computed, not measured: a molecular structure, CH2S2, with ωB97M-V/def2-TZVPD.

Its HOMO energy is -8.86 eV.

Element x y z (Å)
1 S -0.86 1.41 0.01
2 H -0.14 -1.21 0.53
3 S 2.07 -0.17 0.01
4 C 0.56 -0.48 0.15
5 H -1.63 0.45 -0.69

***

From most stable to least stable, the computed energies give a, b, c.

***

## a
Computed, not measured: a single C4H4ClNO2 molecule, with ωB97M-V/def2-TZVPD.

Its HOMO energy is -7.52 eV. As for the SMILES: Oc1cc(Cl)[nH]c1O.

Element x y z (Å)
1 H 0.34 2.54 0.82
2 N 1.27 -0.11 -0.58
3 O 0.99 2.05 0.32
4 H -2.46 0.35 1.19
5 C 0.54 -1.26 -0.69
6 O -1.70 0.91 1.06
7 H 2.18 0.06 -0.92
8 H -1.47 -1.85 -0.06
9 C -0.71 0.23 0.38
10 Cl 1.23 -2.63 -1.48
11 C 0.48 0.82 0.08
12 C -0.69 -1.11 -0.11

***

## b
Computed, not measured: a single C4H4ClNO2 molecule, with ωB97M-V/def2-TZVPD.

Its HOMO energy is -9.37 eV. As for the SMILES: C=C=C(Cl)CON=O.

Element x y z (Å)
1 N 1.61 -0.22 -0.47
2 C 0.26 1.13 1.61
3 C -1.17 -0.01 -0.22
4 Cl -2.84 0.49 -0.33
5 H -0.45 -0.40 -2.15
6 O 2.68 -0.61 -0.14
7 H 0.89 2.08 1.59
8 O 0.71 -1.29 -0.65
9 H 0.46 0.89 2.67
10 H -1.20 -1.72 -1.39
11 C -0.51 -0.90 -1.25
12 C -0.45 0.57 0.72

***

From most stable to least stable, the computed energies give a, b.